[1]
Density functional theory data (ωB97M-V/def2-TZVPD) for a 2-piece molecular cluster, C5H12O overall.

total charge: 0
lowest unoccupied orbital energy: -0.114 eV
molecular weight: 88.15 u
relative energy (zero: lowest compared OMol25 entry of this formula, charge and spin): 3.869 eV
HOMO-LUMO gap: 10.055 eV

Each line ends with the Mulliken charge.
Positions of all 18 atoms, in Å:
1 C 1.03502 0.08341 -2.06510  -1.113
2 C 0.21359 -0.90716 -1.17690  -0.173
3 C 0.48208 -0.64487 0.34990  -0.633
4 C -0.18983 0.44196 1.12767  0.449
5 C -1.63787 0.44268 1.00774  -1.268
6 H 0.72938 0.01564 -3.12536  0.326
7 H 2.12742 -0.06042 -1.85019  0.302
8 H 0.88926 1.16812 -1.80116  0.265
9 H -0.94066 -0.82181 -1.41981  0.208
10 H 0.57254 -1.96065 -1.47318  0.265
11 H 0.16697 -1.63838 0.79937  0.222
12 H 1.65419 -0.52327 0.43921  0.158
13 H 0.20061 1.39254 0.85944  0.387
14 H -2.31784 -0.28939 1.58749  0.285
15 H -2.06715 0.39100 -0.06035  0.299
16 H -1.92328 1.48685 1.48278  0.265
17 H 1.03628 1.18541 2.74131  0.359
18 O -0.03072 0.23832 2.57717  -0.604

[2]
Density functional theory data (ωB97M-V/def2-TZVPD) for C21H31BN8OS3W as an isolated structure.

total charge: +2
lowest unoccupied orbital energy: -6.781 eV
molecular weight: 702.39 u
relative energy (zero: lowest compared OMol25 entry of this formula, charge and spin): 0.000 eV
HOMO-LUMO gap: 6.521 eV

Each line ends with the Mulliken charge.
Positions of all 66 atoms, in Å:
1 W 0.19568 0.50203 0.01557  0.197
2 C -5.42891 -0.28578 -2.45532  -1.074
3 C -5.15074 -0.94246 -1.11069  -0.451
4 N -4.22366 -0.16329 -0.27857  -0.170
5 C -2.90850 -0.18195 -0.45147  0.509
6 S -1.98844 0.90226 0.63191  -0.484
7 N -2.33845 -0.93214 -1.34033  -1.504
8 N -0.97661 -0.85333 -1.32644  1.091
9 C -0.35978 -1.57753 -2.20827  1.097
10 C -1.04496 -2.45831 -3.19568  -1.975
11 C 1.09260 -1.47486 -2.15726  0.598
12 C 1.93764 -2.24364 -2.94422  -1.084
13 C 3.30606 -2.12288 -2.79611  -0.687
14 C 3.80588 -1.23738 -1.85090  -0.838
15 C 2.91706 -0.49812 -1.10197  -0.160
16 N 1.58410 -0.59555 -1.25882  0.471
17 H -6.11499 -0.90704 -3.02974  0.358
18 H -4.50639 -0.17526 -3.02505  0.292
19 H -5.88552 0.69544 -2.32759  0.325
20 H -4.71481 -1.93107 -1.24829  0.245
21 H -6.06681 -1.05391 -0.53395  0.451
22 H -4.60254 0.50791 0.36951  0.247
23 H -2.08475 -2.17060 -3.29919  0.377
24 H -1.01128 -3.49900 -2.86153  0.363
25 H -0.55141 -2.40443 -4.16512  0.503
26 H 1.52118 -2.94223 -3.65506  0.490
27 H 3.97377 -2.72225 -3.40031  0.461
28 H 4.86837 -1.12721 -1.68815  0.493
29 H 3.25645 0.18516 -0.33599  0.398
30 C -1.49466 -3.00664 1.53428  -0.794
31 N -1.30334 -1.87170 2.42943  0.297
32 C -2.25672 -1.38303 3.28120  -0.408
33 C -1.69708 -0.32697 3.92553  -0.765
34 N -0.40979 -0.18047 3.47533  0.481
35 B 0.53227 0.77546 4.32877  0.293
36 N 1.95724 0.95301 3.71440  0.171
37 C 3.10511 0.76422 4.45332  -0.495
38 C 4.14773 1.25254 3.74681  -0.570
39 N 3.62679 1.75045 2.57132  0.198
40 C 4.38418 2.47577 1.55836  -0.716
41 C 2.29906 1.54176 2.57554  0.011
42 S 1.27296 2.10307 1.26226  -0.443
43 C -0.18840 -1.10847 2.54412  -0.097
44 S 1.15587 -1.26067 1.44673  -0.373
45 H -2.54655 -3.06888 1.26669  0.308
46 H -1.19189 -3.93280 2.01960  0.334
47 H -0.89559 -2.86901 0.63984  0.231
48 H -3.22528 -1.84063 3.38427  0.536
49 H -2.09588 0.31059 4.69522  0.547
50 H 0.69087 0.22448 5.38715  -0.142
51 H -0.01893 1.84291 4.42177  -0.069
52 H 3.07520 0.30554 5.42539  0.495
53 H 5.19713 1.30474 3.97652  0.463
54 H 5.37868 2.67117 1.94796  0.367
55 H 3.89967 3.42297 1.33367  0.367
56 H 4.47882 1.89479 0.64190  0.212
57 C -0.82203 3.31588 -3.06801  -0.874
58 O -0.76030 2.30839 -2.02317  -0.109
59 C 0.36985 1.94802 -1.46985  1.292
60 C 1.61644 2.54985 -2.00712  -1.501
61 H -0.27185 2.98400 -3.94567  0.359
62 H -0.42865 4.26315 -2.70708  0.352
63 H -1.87498 3.41578 -3.30148  0.287
64 H 1.70755 2.38758 -3.08419  0.504
65 H 2.49737 2.15835 -1.50880  0.160
66 H 1.58892 3.63220 -1.84295  0.551

[3]
Density functional theory data (ωB97M-V/def2-TZVPD) for a 2-piece molecular cluster, C5H13NO2PS overall.

total charge: +1
lowest unoccupied orbital energy: -3.801 eV
molecular weight: 182.21 u
relative energy (zero: lowest compared OMol25 entry of this formula, charge and spin): 1.131 eV
HOMO-LUMO gap: 8.892 eV

Each line ends with the Mulliken charge.
Positions of all 23 atoms, in Å:
1 C -0.41778 0.23732 -2.30705  -0.270
2 C -1.01276 -0.41298 -1.15760  0.745
3 C -1.82000 -1.70101 -1.25864  -1.332
4 C 3.51454 1.39760 1.69424  -1.027
5 C 2.93723 0.11482 1.11684  -0.221
6 N -0.85743 0.15377 -0.03184  -0.263
7 O 0.61846 1.05551 -1.81997  -0.284
8 O 1.89468 0.32086 0.05812  -0.201
9 P 0.72772 1.36435 -0.21926  0.250
10 S -4.69050 0.44734 1.82190  -0.325
11 H 0.20278 -0.53801 -2.94156  0.294
12 H -1.19148 0.64788 -3.10720  0.332
13 H -4.28256 -0.69285 2.35930  0.154
14 H -2.70938 -1.79186 -0.64529  0.373
15 H -1.20230 -2.50284 -0.92114  0.372
16 H -2.02084 -1.95064 -2.28111  0.375
17 H 4.50695 1.10064 2.18797  0.343
18 H 3.92390 1.88979 0.88125  0.379
19 H 2.74931 2.08322 2.22977  0.299
20 H 2.47277 -0.53401 1.88419  0.280
21 H 3.57204 -0.48126 0.55352  0.287
22 H -1.30355 -0.25052 0.89902  0.273
23 H -5.61180 0.04287 1.00455  0.168